# 1
This record from the Open Molecules 2025 dataset describes a molecular structure, C21H55I2NO17P2SSi2 at a distorted geometry. The level of theory is wB97M-V/def2-TZVPD.

Output
LUMO (eV): -0.805
E_HOMO (eV): -8.86
Multiplicity: 1
Total charge: 0
HOMO-LUMO gap (Ha): 0.296
Max |F| (eV Å⁻¹): 3.4

Atoms and positions in Å:
N 2.087 7.616 -1.443
Si 1.442 6.719 -0.079
C 0.882 7.867 1.352
C 0.099 7.142 2.432
O -0.150 6.021 2.445
I -0.633 8.347 4.094
O 0.316 5.552 -0.490
Si -1.136 6.057 -1.168
C -2.290 6.962 0.037
C -2.219 8.517 -0.019
C -3.581 9.192 -0.341
S -4.804 9.002 0.971
O -5.009 10.209 1.700
O -5.983 8.545 0.339
O -4.373 7.848 2.001
P -0.940 7.027 -3.186
O -0.387 8.601 -3.014
I -3.207 7.332 -4.103
P -2.229 4.128 -1.582
O -3.463 4.333 -2.329
O -1.246 2.986 -2.161
O -2.663 3.583 -0.082
H 1.704 8.563 -1.397
H 3.084 7.763 -1.283
H 2.601 5.990 0.477
H 1.829 8.178 1.829
H 0.408 8.793 1.009
H -3.308 6.677 -0.290
H -2.211 6.559 1.054
H -1.433 8.929 -0.662
H -1.981 8.864 1.003
H -3.964 8.855 -1.309
H -3.370 10.268 -0.401
H -3.815 8.211 2.714
H -1.113 9.243 -2.979
H -1.427 2.147 -1.702
H -2.115 4.014 0.595
C 2.836 -0.964 -4.832
O 3.290 -0.222 -3.713
C 2.552 0.976 -3.511
C 1.553 0.827 -2.383
O 0.516 -0.083 -2.723
C 0.681 -1.359 -2.120
H 3.315 -1.942 -4.804
H 1.753 -1.105 -4.811
H 3.122 -0.460 -5.762
H 2.049 1.285 -4.432
H 3.274 1.755 -3.242
H 1.080 1.797 -2.202
H 2.055 0.520 -1.459
H 0.470 -1.295 -1.047
H 1.689 -1.752 -2.273
H -0.033 -2.044 -2.576
C 0.513 -5.628 3.259
O 1.318 -4.475 3.437
C 2.085 -4.155 2.285
C 1.475 -3.002 1.514
O 0.232 -3.367 0.929
C -0.877 -2.862 1.653
H -0.176 -5.694 4.101
H -0.069 -5.577 2.335
H 1.142 -6.524 3.248
H 2.203 -5.031 1.639
H 3.080 -3.858 2.633
H 2.148 -2.732 0.694
H 1.360 -2.125 2.158
H -0.960 -1.779 1.509
H -0.799 -3.083 2.720
H -1.777 -3.335 1.262
C -4.023 -5.462 -4.582
O -4.325 -4.113 -4.894
C -3.780 -3.195 -3.955
C -2.534 -2.523 -4.494
O -1.463 -3.451 -4.633
C -1.268 -3.851 -5.978
H -4.305 -6.075 -5.437
H -2.958 -5.603 -4.385
H -4.603 -5.787 -3.711
H -3.568 -3.692 -3.003
H -4.542 -2.431 -3.775
H -2.208 -1.761 -3.779
H -2.743 -2.023 -5.445
H -0.826 -3.031 -6.555
H -2.204 -4.165 -6.447
H -0.575 -4.692 -5.982
C 3.556 -10.258 7.288
O 4.371 -9.109 7.442
C 5.119 -8.804 6.273
C 4.502 -7.654 5.503
O 3.248 -8.016 4.943
C 2.150 -7.502 5.678
H 2.883 -10.310 8.143
H 2.958 -10.211 6.374
H 4.175 -11.162 7.274
H 5.220 -9.686 5.633
H 6.121 -8.510 6.602
H 5.163 -7.395 4.670
H 4.404 -6.771 6.142
H 2.072 -6.420 5.523
H 2.241 -7.715 6.746
H 1.241 -7.974 5.305

---

# 2
This record from the Open Molecules 2025 dataset describes a single C22H26N6O2S2 molecule at a distorted geometry. The level of theory is wB97M-V/def2-TZVPD.

Output
LUMO (eV): 0.490
E_HOMO (eV): -8.07
Multiplicity: 1
SMILES: Cn1c(CCNC(=O)c2cccs2)nnc1SCC(=O)N1CCN(c2ccccc2)CC1
Total charge: 0
HOMO-LUMO gap (Ha): 0.315
Max |F| (eV Å⁻¹): 1.2

Atoms and positions in Å:
C -2.934 -2.953 1.216
N -3.039 -2.150 0.032
C -4.135 -1.885 -0.742
N -3.823 -1.030 -1.677
N -2.528 -0.704 -1.546
C -2.070 -1.364 -0.517
S -0.456 -1.283 0.116
C 0.218 0.014 -0.982
C 1.124 0.971 -0.225
O 0.829 2.148 -0.124
N 2.244 0.464 0.326
C 2.776 -0.869 0.182
H 2.078 -1.522 -0.336
C 4.112 -0.824 -0.575
N 5.022 0.042 0.136
C 6.399 -0.140 0.022
C 7.250 0.476 0.945
C 8.614 0.278 0.894
C 9.170 -0.547 -0.071
C 8.339 -1.168 -0.984
C 6.971 -0.967 -0.946
H 6.354 -1.449 -1.688
H 8.756 -1.811 -1.746
H 10.237 -0.703 -0.107
H 9.249 0.764 1.620
H 6.835 1.100 1.722
C 4.489 1.385 0.250
H 5.198 2.027 0.768
C 3.166 1.345 1.013
H 2.716 2.337 1.060
H 3.332 0.964 2.025
H 4.306 1.811 -0.751
H 4.523 -1.834 -0.606
H 3.932 -0.476 -1.607
H 2.952 -1.277 1.183
H -0.643 0.564 -1.362
H 0.738 -0.469 -1.810
C -5.516 -2.369 -0.495
H -6.072 -2.234 -1.423
H -5.526 -3.425 -0.222
C -6.166 -1.526 0.631
N -5.779 -0.142 0.517
C -4.629 0.267 1.133
O -4.167 -0.322 2.099
C -3.965 1.433 0.557
C -2.694 1.840 0.867
C -2.238 2.896 0.059
C -3.167 3.284 -0.854
S -4.611 2.368 -0.754
H -3.092 4.059 -1.592
H -1.252 3.318 0.135
H -2.114 1.374 1.644
H -6.011 0.307 -0.358
H -7.253 -1.611 0.584
H -5.819 -1.865 1.610
H -1.902 -3.281 1.333
H -3.225 -2.354 2.083
H -3.588 -3.820 1.130

---

# 3
This record from the Open Molecules 2025 dataset describes 2 unconnected molecules or ions with the total composition C42H35OSi at a distorted geometry. The level of theory is wB97M-V/def2-TZVPD.

Output
LUMO (eV): -6.049
E_HOMO (eV): -9.48
Multiplicity: 1
Total charge: +1
HOMO-LUMO gap (Ha): 0.126
Max |F| (eV Å⁻¹): 2.3

Atoms and positions in Å:
C 0.882 3.792 0.940
C 1.514 3.890 -0.356
C 2.242 2.791 -0.868
C 2.995 2.880 -2.037
C 3.116 4.118 -2.684
C 2.393 5.226 -2.222
C 1.570 5.110 -1.102
C 0.199 4.946 1.527
C 0.323 4.889 2.959
C 0.005 5.975 3.778
C -0.447 7.151 3.172
C -0.680 7.186 1.787
C -0.442 6.067 0.985
C 0.980 3.652 3.298
C 1.348 2.961 2.077
C 2.177 1.838 2.236
C 2.487 1.387 3.534
C 2.140 2.102 4.686
C 1.380 3.259 4.565
H 2.189 1.859 -0.306
H 3.497 2.005 -2.463
H 3.808 4.240 -3.521
H 2.482 6.187 -2.737
H 1.040 5.997 -0.754
H 0.104 5.926 4.865
H -0.624 8.044 3.772
H -1.100 8.094 1.353
H -0.795 6.074 -0.041
H 2.586 1.275 1.393
H 3.065 0.473 3.668
H 2.477 1.783 5.667
H 1.164 3.903 5.413
C 2.485 -0.876 -2.248
C 1.527 -0.245 -1.455
C 0.695 -0.966 -0.599
C 0.665 -2.368 -0.747
Si -0.928 -3.252 -0.406
C -0.545 -5.063 -0.201
C 0.660 -5.381 0.446
C 1.004 -6.705 0.746
C 0.153 -7.751 0.377
C -0.988 -7.449 -0.381
C -1.327 -6.121 -0.687
C -1.859 -2.491 1.000
C -1.341 -2.536 2.306
C -2.073 -1.986 3.368
C -3.331 -1.404 3.136
C -3.837 -1.345 1.830
C -3.103 -1.893 0.773
O -2.006 -3.046 -1.717
C -2.288 -2.123 -2.635
C -1.626 -0.960 -2.982
C -1.759 -0.804 -4.466
C -2.952 -1.709 -4.879
C -3.287 -2.573 -3.674
C 1.746 -3.012 -1.382
C 2.642 -2.262 -2.146
H 3.090 -0.289 -2.941
H 1.394 0.827 -1.535
H 0.025 -0.449 0.098
H 1.379 -4.596 0.692
H 1.941 -6.903 1.268
H 0.380 -8.784 0.667
H -1.621 -8.258 -0.738
H -2.189 -5.895 -1.321
H -0.368 -3.002 2.488
H -1.671 -2.023 4.384
H -3.934 -1.016 3.966
H -4.809 -0.896 1.614
H -3.514 -1.857 -0.238
H -0.953 -0.389 -2.347
H -1.919 0.221 -4.821
H -0.870 -1.189 -4.999
H -3.783 -1.052 -5.154
H -2.735 -2.312 -5.771
H -3.238 -3.640 -3.918
H -4.314 -2.372 -3.341
H 1.873 -4.098 -1.323
H 3.430 -2.786 -2.690

---

# 4
This record from the Open Molecules 2025 dataset describes 2 unconnected molecules or ions with the total composition C2H7N3O at a distorted geometry. The level of theory is wB97M-V/def2-TZVPD.

Output
LUMO (eV): 0.175
E_HOMO (eV): -8.80
Multiplicity: 1
SMILES: [H]/N=C\N.NC=O
Total charge: 0
HOMO-LUMO gap (Ha): 0.330
Max |F| (eV Å⁻¹): 5.5

Atoms and positions in Å:
C -0.861 0.136 0.868
N -1.550 -0.282 -0.184
N 0.358 0.084 -1.779
N -0.165 -0.742 1.707
C 0.839 0.701 -0.552
O 1.849 0.257 -0.014
H -1.291 -1.233 -0.448
H -1.301 0.994 1.375
H 0.735 -0.842 -1.942
H 0.321 0.634 -2.628
H -0.242 -0.574 2.699
H 0.803 -0.885 1.431
H 0.505 1.751 -0.533

---

# 5
This record from the Open Molecules 2025 dataset describes a molecular structure, C29H44ClN7O2Pr at a distorted geometry. The level of theory is wB97M-V/def2-TZVPD.

Output
LUMO (spin up / spin down) (eV): -7.714 / -7.706
E_HOMO (spin up / spin down) (eV): -14.97 / -14.95
Multiplicity: 3
Total charge: +3
Expectation value of S²: 2.003
HOMO-LUMO gap (spin up / spin down) (Ha): 0.267 / 0.266
Max |F| (eV Å⁻¹): 1.2

Atoms and positions in Å:
Pr 0.082 -0.784 -1.109
C 3.339 -1.787 0.087
C 3.075 -0.300 0.268
N 2.474 0.304 -0.940
C 3.339 0.262 -2.141
C 3.140 -0.981 -3.033
N 1.771 -1.547 -2.962
C 1.771 -3.022 -2.809
C 2.402 -3.472 -1.483
N 2.140 -2.530 -0.367
H 4.139 -1.911 -0.642
H 3.723 -2.188 1.027
H 2.370 -0.144 1.092
H 4.024 0.181 0.527
H 2.360 1.291 -0.721
H 4.394 0.328 -1.858
H 3.111 1.147 -2.726
H 3.384 -0.694 -4.056
H 3.854 -1.756 -2.764
H 1.309 -1.361 -3.847
H 0.732 -3.359 -2.858
H 2.311 -3.511 -3.623
H 2.002 -4.457 -1.248
H 3.477 -3.606 -1.608
H 1.793 -3.076 0.410
O 1.970 5.942 -1.964
C 2.008 5.199 -3.156
C 1.320 3.888 -2.927
C 1.318 2.885 -3.892
C 0.709 1.683 -3.593
N 0.071 1.434 -2.446
C -0.042 2.448 -1.562
C 0.612 3.656 -1.751
C -1.018 2.243 -0.457
C -1.460 3.294 0.328
C -2.559 3.127 1.168
C -3.028 4.288 1.997
O -1.876 4.955 2.472
C -3.192 1.890 1.168
C -2.647 0.866 0.417
N -1.563 1.011 -0.351
H 2.321 6.825 -2.118
H 3.037 5.016 -3.487
H 1.495 5.713 -3.979
H 1.794 3.037 -4.853
H 0.718 0.881 -4.323
H 0.566 4.454 -1.025
H -0.995 4.268 0.285
H -3.663 3.938 2.817
H -3.639 4.943 1.364
H -2.128 5.798 2.863
H -4.091 1.720 1.746
H -3.098 -0.122 0.424
Cl -1.746 -1.748 -2.883
C -2.974 -2.218 -1.695
C -4.289 -2.221 -2.127
C -5.289 -2.555 -1.231
C -4.951 -2.872 0.078
C -3.624 -2.876 0.476
C -2.577 -2.563 -0.400
C -1.142 -2.641 0.028
H -4.528 -1.969 -3.152
H -6.319 -2.577 -1.557
H -5.725 -3.144 0.783
H -3.375 -3.169 1.490
H -0.690 -3.466 -0.556
H -1.144 -3.012 1.059
N -0.434 -1.419 5.479
C 0.888 -1.928 4.989
C 1.365 -1.049 3.829
N 0.403 -0.956 2.731
C -0.895 -0.505 3.226
C -1.440 -1.368 4.367
H -0.309 -0.479 5.862
H -0.777 -2.004 6.244
H 0.743 -2.958 4.664
H 1.602 -1.916 5.811
H 2.312 -1.445 3.466
H 1.557 -0.037 4.200
H 0.289 -1.857 2.276
H -1.615 -0.518 2.412
H -0.793 0.531 3.567
H -1.604 -2.392 4.029
H -2.378 -0.972 4.753

---

# 6
This record from the Open Molecules 2025 dataset describes a molecular structure, C7H14CdOPS at a distorted geometry. The level of theory is wB97M-V/def2-TZVPD.

Output
LUMO (eV): 2.972
E_HOMO (eV): -1.31
Multiplicity: 1
Total charge: -1
HOMO-LUMO gap (Ha): 0.157
Max |F| (eV Å⁻¹): 2.4

Atoms and positions in Å:
C 1.718 -2.283 -0.853
C 2.288 -1.451 -1.815
C 1.218 -0.767 -2.519
C -0.003 -1.232 -1.983
C 0.274 -2.081 -0.845
Cd 0.142 -0.797 1.381
P 2.075 -0.268 2.841
H 2.233 -2.996 -0.212
H 3.347 -1.298 -1.993
H 1.346 0.026 -3.252
H -0.452 -2.802 -0.459
H -1.009 -0.949 -2.311
H 2.343 1.138 3.013
H 3.357 -0.860 2.607
H 1.693 -0.718 4.146
C -1.811 2.038 1.540
S -1.139 1.348 0.026
C -2.661 1.275 -0.928
O -0.283 2.391 -0.594
H -2.711 1.495 1.866
H -2.057 3.084 1.326
H -1.038 1.967 2.328
H -2.983 2.293 -1.165
H -2.484 0.690 -1.839
H -3.404 0.757 -0.307